[1]
Entry from the Open Molecules 2025 dataset: an isolated molecule of C2H6NOPS (ωB97M-V/def2-TZVPD).

XYZ file:
```
12
Properties=species:S:1:pos:R:3:forces:R:3
H -2.7501 0.8511 -0.0687 1.7178 -0.8267 0.3853
N -1.9656 0.7244 0.6277 -0.6063 1.3324 0.5997
C -0.8138 0.2801 0.3699 -2.1286 -0.9363 -1.4544
C -0.4689 -0.4448 -0.9248 -2.2258 2.7146 -1.2602
O 0.4317 -1.4615 -0.7702 1.0143 0.1165 1.0970
P 1.6952 -1.0495 0.1912 4.6782 -3.2570 -5.8603
S 2.2045 1.0008 -0.1075 0.0710 -0.0127 0.0336
H -0.0799 0.1850 1.1447 -0.2702 0.4713 0.6275
H -1.4181 -0.8191 -1.2888 -0.1189 -0.5103 -0.0834
H -0.1869 0.3110 -1.7161 0.2482 -0.7058 0.7424
H 1.3817 -0.7203 1.3365 -2.4427 1.0022 5.3732
H 1.9702 1.1428 1.2060 0.0631 0.6116 -0.2005
```
Positions in Å, forces in eV/Å.

Summary:
Energy relative to the best compared isomer or geometry (same formula, charge and spin)   33.94 kcal/mol
Structure (SMILES)   [H]/N=C\COPS
Gap between HOMO and LUMO   9.6 eV

Atomic partial charges in e from the Löwdin method, atoms 1 to 4:
1 H 0.081
2 N 0.090
3 C -0.300
4 C -0.361

***

[2]
Entry from the Open Molecules 2025 dataset: a cluster of 2 separate species, C3H8BrN2O in total (ωB97M-V/def2-TZVPD).

XYZ file:
```
15
Properties=species:S:1:pos:R:3:forces:R:3
C 1.0472 -0.2010 -1.9087 0.5689 0.9601 -1.3365
C -1.0643 1.3216 2.3103 2.6610 0.5133 0.4810
C -0.5526 -0.5460 1.0021 -0.2487 0.3741 0.4198
N 1.4526 0.2167 -0.7241 -2.5288 -2.2349 -0.9155
N -0.0480 -0.8122 -2.2405 -1.1525 -1.5763 -1.8832
O -0.9490 -0.1049 2.1158 -1.0244 -1.5749 -0.0110
Br -0.8801 -2.4521 0.7567 -0.0660 0.1747 0.4942
H -0.1110 1.7518 1.9010 -0.7221 -0.0935 1.0448
H -1.3062 1.5074 3.3700 0.5365 -0.2056 -0.6076
H -1.8019 1.7084 1.6964 -1.8045 0.3915 -1.1111
H 1.6352 0.0477 -2.7822 0.3237 0.4605 0.1341
H 2.3936 0.3215 -0.6342 3.2684 0.8834 0.1482
H 1.0137 -0.3258 0.0215 -0.4351 0.8382 0.4709
H -0.2599 -1.0181 -3.2771 0.7562 0.6147 2.3633
H -0.5693 -1.4150 -1.6068 -0.1327 0.4749 0.3086
```
Positions in Å, forces in eV/Å.

Summary:
Energy relative to the best compared isomer or geometry (same formula, charge and spin)   32.39 kcal/mol
Gap between HOMO and LUMO   9.3 eV
Net charge   +1

Atomic partial charges in e from the Löwdin method, atoms 1 to 4:
1 C -0.186
2 C 0.003
3 C -0.521
4 N 0.184